#1
The following is a quantum chemistry calculation of a cluster of 2 separate species, C9H14 in total, from the OMol25 dataset.

Properties
- SMILES = Cc1ccccc1.CC
- HOMO level (eV) = -9.029

Each atom is followed by the atoms it is bonded to, with distances in Å.
Positions of all 23 atoms, in Å:
1 C 2.2719 -2.1412 -0.9360  C2 1.499, H8 1.092, H9 1.096, H10 1.089
2 C 0.8994 -1.5759 -1.1419  C1 1.499, C3 1.398, C7 1.384
3 C 0.6761 -0.3033 -0.6089  C2 1.398, C4 1.392, H11 1.084
4 C -0.5046 0.3780 -0.8908  C3 1.392, C5 1.392, H12 1.073
5 C -1.4720 -0.2372 -1.6800  C4 1.392, C6 1.385, H13 1.085
6 C -1.3124 -1.5397 -2.1239  C5 1.385, C7 1.391, H14 1.081
7 C -0.0858 -2.1618 -1.9177  C2 1.384, C6 1.391, H15 1.049
8 H 3.0285 -1.7301 -1.6075  C1 1.092
9 H 2.3909 -3.2180 -1.1046  C1 1.096
10 H 2.6361 -1.9990 0.0801  C1 1.089
11 H 1.3694 0.2179 0.0413  C3 1.084
12 H -0.6664 1.3642 -0.5002  C4 1.073
13 H -2.3510 0.3607 -1.8965  C5 1.085
14 H -2.1936 -2.0498 -2.4863  C6 1.081
15 H 0.0378 -3.1589 -2.2205  C7 1.049
16 C -1.3107 2.1144 2.5404  C17 1.523, H18 1.089, H19 1.092, H20 1.085
17 C 0.1456 2.4039 2.2021  C16 1.523, H21 1.083, H22 1.096, H23 1.084
18 H -1.7443 2.8642 3.2007  C16 1.089
19 H -2.0066 2.0376 1.7027  C16 1.092
20 H -1.4317 1.2102 3.1280  C16 1.085
21 H 0.4784 3.4337 2.2549  C17 1.083
22 H 0.4040 2.0386 1.2018  C17 1.096
23 H 0.7409 1.6917 2.7626  C17 1.084

***

#2
The following is a quantum chemistry calculation of a cluster of 2 separate species, C9H14 in total, from the OMol25 dataset.

Properties
- SMILES = Cc1ccccc1.CC
- HOMO level (eV) = -8.841

Each atom is followed by the atoms it is bonded to, with distances in Å.
Positions of all 23 atoms, in Å:
1 C -1.9174 1.1205 -1.7983  C2 1.488, H8 1.101, H9 1.068, H10 1.026
2 C -0.7379 1.1096 -0.8905  C1 1.488, C3 1.486, C7 1.390
3 C 0.5973 0.6629 -1.3662  C2 1.486, C4 1.360, H11 1.175
4 C 1.6252 0.6406 -0.4754  C3 1.360, C5 1.372, H12 0.996
5 C 1.4633 1.0001 0.8389  C4 1.372, C6 1.416, H13 1.117
6 C 0.1955 1.3397 1.3717  C5 1.416, C7 1.418, H14 1.123
7 C -0.9011 1.3226 0.4731  C2 1.390, C6 1.418, H15 1.185
8 H -1.8933 1.7954 -2.6678  C1 1.101
9 H -2.7786 1.4930 -1.2893  C1 1.068
10 H -1.9730 0.1404 -2.0980  C1 1.026
11 H 0.7238 0.1291 -2.4047  C3 1.175
12 H 2.5638 0.3640 -0.6615  C4 0.996
13 H 2.3172 0.9934 1.5594  C5 1.117
14 H 0.0673 1.4031 2.4857  C6 1.123
15 H -1.9355 1.7670 0.8433  C7 1.185
16 C -0.3998 -2.2575 0.7686  C17 1.513, H18 1.119, H19 1.055, H20 1.119
17 C 0.5124 -3.4583 0.8930  C16 1.513, H21 1.039, H22 1.132, H23 1.121
18 H -0.3133 -1.5890 -0.1242  C16 1.119
19 H -1.4236 -2.5102 0.7738  C16 1.055
20 H -0.3413 -1.6551 1.7100  C16 1.119
21 H 0.7532 -3.8591 -0.0352  C17 1.039
22 H 0.1434 -4.2274 1.6370  C17 1.132
23 H 1.4651 -3.1256 1.3818  C17 1.121

***

The structure with the most favorable energy is #1; the runner-up is 91.0 kJ/mol above it.

***

#1
The following is a quantum chemistry calculation of a cluster of 2 separate species, C9H14 in total, from the OMol25 dataset.

Properties
- SMILES = Cc1ccccc1.CC
- HOMO level (eV) = -8.846

Each atom is followed by the atoms it is bonded to, with distances in Å.
Positions of all 23 atoms, in Å:
1 C -0.1054 -1.4445 -0.9458  C2 1.522, H8 1.105, H9 1.036, H10 1.113
2 C -1.2104 -0.4027 -0.8507  C1 1.522, C3 1.437, C7 1.365
3 C -2.4994 -0.8347 -1.3160  C2 1.437, C4 1.381, H11 1.044
4 C -3.5202 0.0791 -1.1407  C3 1.381, C5 1.386, H12 1.013
5 C -3.2519 1.3598 -0.6845  C4 1.386, C6 1.395, H13 1.172
6 C -1.9795 1.7650 -0.2821  C5 1.395, C7 1.406, H14 1.131
7 C -0.9459 0.8116 -0.2858  C2 1.365, C6 1.406, H15 1.071
8 H 0.6556 -1.2310 -1.7178  C1 1.105
9 H -0.3092 -2.4339 -1.1746  C1 1.036
10 H 0.7057 -1.4001 -0.1846  C1 1.113
11 H -2.6256 -1.7635 -1.7746  C3 1.044
12 H -4.4341 -0.0680 -1.5510  C4 1.013
13 H -4.0018 2.2595 -0.7241  C5 1.172
14 H -1.7466 2.7652 0.1914  C6 1.131
15 H 0.0273 1.0255 0.1081  C7 1.071
16 C 2.8366 -0.7337 1.7497  C17 1.504, H18 1.101, H19 1.150, H20 1.106
17 C 3.3597 0.6159 1.3400  C16 1.504, H21 1.188, H22 1.090, H23 1.177
18 H 1.9324 -0.7256 2.3775  C16 1.101
19 H 2.6811 -1.4616 0.8734  C16 1.150
20 H 3.5491 -1.1924 2.4597  C16 1.106
21 H 4.0613 0.5408 0.3845  C17 1.188
22 H 4.0764 0.8970 2.1112  C17 1.090
23 H 2.7448 1.5723 1.0367  C17 1.177

***

#2
The following is a quantum chemistry calculation of a cluster of 2 separate species, C9H14 in total, from the OMol25 dataset.

Properties
- SMILES = Cc1ccccc1.CC
- HOMO level (eV) = -9.119

Each atom is followed by the atoms it is bonded to, with distances in Å.
Positions of all 23 atoms, in Å:
1 C -1.2370 0.7398 2.1604  C2 1.517, H8 1.077, H9 1.085, H10 1.089
2 C -0.9684 -0.4507 1.2589  C1 1.517, C3 1.379, C7 1.390
3 C 0.0769 -1.3134 1.5130  C2 1.379, C4 1.398, H11 1.083
4 C 0.3184 -2.4097 0.6807  C3 1.398, C5 1.381, H12 1.081
5 C -0.4792 -2.5948 -0.4312  C4 1.381, C6 1.381, H13 1.083
6 C -1.5135 -1.7208 -0.7024  C5 1.381, C7 1.391, H14 1.082
7 C -1.7991 -0.6738 0.1669  C2 1.390, C6 1.391, H15 1.082
8 H -1.1153 0.4354 3.1864  C1 1.077
9 H -2.2771 1.0367 2.0761  C1 1.085
10 H -0.5003 1.5248 1.9990  C1 1.089
11 H 0.7401 -1.2322 2.3653  C3 1.083
12 H 1.1009 -3.1176 0.9155  C4 1.081
13 H -0.3330 -3.4600 -1.0662  C5 1.083
14 H -2.1110 -1.8384 -1.5971  C6 1.082
15 H -2.5680 0.0438 -0.0868  C7 1.082
16 C 1.9883 1.7955 -0.9053  C17 1.548, H18 1.070, H19 1.091, H20 1.092
17 C 1.1823 1.9167 -2.2215  C16 1.548, H21 1.082, H22 1.059, H23 1.095
18 H 3.0238 1.7214 -1.1638  C16 1.070
19 H 1.8274 2.6409 -0.2347  C16 1.091
20 H 1.6473 0.9442 -0.3126  C16 1.092
21 H 0.1577 1.5813 -2.1267  C17 1.082
22 H 1.7684 1.4604 -2.9762  C17 1.059
23 H 1.0702 2.9707 -2.4974  C17 1.095

***

#3
The following is a quantum chemistry calculation of a cluster of 2 separate species, C9H14 in total, from the OMol25 dataset.

Properties
- SMILES = Cc1ccccc1.CC
- HOMO level (eV) = -9.038

Each atom is followed by the atoms it is bonded to, with distances in Å.
Positions of all 23 atoms, in Å:
1 C -0.4176 -3.3961 -0.6672  C2 1.516, H8 1.091, H9 1.102, H10 1.080
2 C -0.6115 -2.3871 0.4469  C1 1.516, C3 1.405, C7 1.385
3 C 0.3692 -2.2450 1.4426  C2 1.405, C4 1.380, H11 1.086
4 C 0.3137 -1.1664 2.3022  C3 1.380, C5 1.401, H12 1.082
5 C -0.8304 -0.3579 2.2984  C4 1.401, C6 1.363, H13 1.086
6 C -1.8524 -0.5717 1.4220  C5 1.363, C7 1.403, H14 1.092
7 C -1.6814 -1.5096 0.3931  C2 1.385, C6 1.403, H15 1.080
8 H -1.1594 -3.2354 -1.4506  C1 1.091
9 H -0.6338 -4.4253 -0.3383  C1 1.102
10 H 0.5845 -3.3654 -1.0678  C1 1.080
11 H 1.1445 -3.0050 1.4613  C3 1.086
12 H 1.0904 -1.0349 3.0446  C4 1.082
13 H -0.8199 0.3692 3.1049  C5 1.086
14 H -2.8035 -0.0361 1.4151  C6 1.092
15 H -2.3115 -1.4987 -0.4837  C7 1.080
16 C 1.8946 3.1081 -1.8009  C17 1.521, H18 1.083, H19 1.092, H20 1.088
17 C 0.5797 3.8164 -1.5141  C16 1.521, H21 1.083, H22 1.094, H23 1.098
18 H 2.7082 3.6006 -1.2833  C16 1.083
19 H 1.8158 2.0601 -1.5037  C16 1.092
20 H 2.1094 3.1465 -2.8670  C16 1.088
21 H 0.2155 3.6766 -0.5038  C17 1.083
22 H -0.2919 3.5634 -2.1251  C17 1.094
23 H 0.5877 4.8938 -1.7255  C17 1.098

***

#4
The following is a quantum chemistry calculation of a cluster of 2 separate species, C9H14 in total, from the OMol25 dataset.

Properties
- SMILES = Cc1ccccc1.CC
- HOMO level (eV) = -8.653

Each atom is followed by the atoms it is bonded to, with distances in Å.
Positions of all 23 atoms, in Å:
1 C -0.0430 3.0229 -0.0030  C2 1.499, H8 1.127, H9 1.107, H10 1.082
2 C 0.8249 1.9050 -0.4979  C1 1.499, C3 1.407, C7 1.449
3 C 1.2067 0.9774 0.4884  C2 1.407, C4 1.381, H11 1.170
4 C 1.8763 -0.1857 0.1617  C3 1.381, C5 1.438, H12 1.053
5 C 2.1057 -0.4473 -1.2340  C4 1.438, C6 1.448, H13 1.077
6 C 1.5611 0.4206 -2.2574  C5 1.448, C7 1.358, H14 1.197
7 C 1.0116 1.6116 -1.9047  C2 1.449, C6 1.358, H15 1.088
8 H -1.1037 2.7663 -0.2829  C1 1.127
9 H 0.1326 3.9124 -0.6373  C1 1.107
10 H -0.0614 2.9938 1.0785  C1 1.082
11 H 1.2440 1.2119 1.6339  C3 1.170
12 H 2.2524 -0.9296 0.8045  C4 1.053
13 H 2.4647 -1.4132 -1.5469  C5 1.077
14 H 1.6498 0.0945 -3.4062  C6 1.197
15 H 0.6067 2.1922 -2.7314  C7 1.088
16 C -1.5701 -2.0040 0.5471  C17 1.581, H18 1.023, H19 1.091, H20 0.999
17 C -2.2905 -2.5472 1.8454  C16 1.581, H21 1.140, H22 1.075, H23 1.118
18 H -2.2329 -1.9243 -0.2277  C16 1.023
19 H -1.1391 -1.0932 0.9644  C16 1.091
20 H -0.9124 -2.7452 0.4239  C16 0.999
21 H -2.0427 -1.8717 2.7292  C17 1.140
22 H -2.1451 -3.5624 2.1692  C17 1.075
23 H -3.3958 -2.3847 1.8832  C17 1.118

***

The structure with the most favorable energy is #2; the runner-up is 15.4 kJ/mol above it.

***

#1
The following is a quantum chemistry calculation of a cluster of 2 separate species, C9H14 in total, from the OMol25 dataset.

Properties
- SMILES = Cc1ccccc1.CC
- HOMO level (eV) = -9.001

Each atom is followed by the atoms it is bonded to, with distances in Å.
Positions of all 23 atoms, in Å:
1 C -1.0439 -0.9695 3.5395  C2 1.505, H8 1.091, H9 1.084, H10 1.093
2 C -0.5138 -1.0851 2.1359  C1 1.505, C3 1.399, C7 1.389
3 C -1.4075 -1.1069 1.0595  C2 1.399, C4 1.381, H11 1.082
4 C -0.9689 -1.0654 -0.2496  C3 1.381, C5 1.384, H12 1.081
5 C 0.3887 -0.9832 -0.5071  C4 1.384, C6 1.391, H13 1.085
6 C 1.2924 -0.9430 0.5491  C5 1.391, C7 1.388, H14 1.088
7 C 0.8457 -1.0077 1.8621  C2 1.389, C6 1.388, H15 1.083
8 H -0.3767 -1.4986 4.2219  C1 1.091
9 H -2.0615 -1.3282 3.6472  C1 1.084
10 H -1.0271 0.0799 3.8438  C1 1.093
11 H -2.4573 -1.2090 1.2993  C3 1.082
12 H -1.6655 -1.0786 -1.0756  C4 1.081
13 H 0.8535 -1.0267 -1.4861  C5 1.085
14 H 2.3598 -0.8154 0.3840  C6 1.088
15 H 1.5511 -1.0167 2.6833  C7 1.083
16 C 1.2849 1.9039 -2.8590  C17 1.539, H18 1.085, H19 1.091, H20 1.092
17 C -0.2299 1.8347 -2.5986  C16 1.539, H21 1.085, H22 1.087, H23 1.092
18 H 1.8702 1.7226 -1.9638  C16 1.085
19 H 1.6045 1.1828 -3.6124  C16 1.091
20 H 1.5632 2.8765 -3.2708  C16 1.092
21 H -0.4283 1.5859 -1.5613  C17 1.085
22 H -0.7482 1.1386 -3.2526  C17 1.087
23 H -0.6857 2.8091 -2.7888  C17 1.092

***

#2
The following is a quantum chemistry calculation of a cluster of 2 separate species, C9H14 in total, from the OMol25 dataset.

Properties
- SMILES = Cc1ccccc1.CC
- HOMO level (eV) = -8.876

Each atom is followed by the atoms it is bonded to, with distances in Å.
Positions of all 23 atoms, in Å:
1 C 0.2368 2.7529 0.2491  C2 1.487, H8 1.070, H9 1.052, H10 1.159
2 C 0.7783 1.3950 0.5209  C1 1.487, C3 1.443, C7 1.376
3 C 2.1886 1.3726 0.8270  C2 1.443, C4 1.391, H11 1.104
4 C 2.7261 0.1988 1.3459  C3 1.391, C5 1.363, H12 1.086
5 C 1.9197 -0.8979 1.4075  C4 1.363, C6 1.385, H13 1.106
6 C 0.5353 -0.8804 1.3608  C5 1.385, C7 1.435, H14 1.050
7 C -0.0358 0.3442 0.8784  C2 1.376, C6 1.435, H15 1.086
8 H -0.4161 3.0927 -0.5274  C1 1.070
9 H 0.9275 3.5462 0.2747  C1 1.052
10 H -0.4029 3.1171 1.1449  C1 1.159
11 H 2.8425 2.1018 0.3174  C3 1.104
12 H 3.8026 0.1695 1.4888  C4 1.086
13 H 2.3666 -1.8828 1.6403  C5 1.106
14 H -0.0867 -1.7101 1.5285  C6 1.050
15 H -1.1184 0.3657 0.9583  C7 1.086
16 C -2.3872 -1.0556 -1.4370  C17 1.502, H18 1.106, H19 1.104, H20 1.104
17 C -1.6467 -2.2307 -2.0095  C16 1.502, H21 1.113, H22 1.068, H23 1.121
18 H -2.6276 -1.1392 -0.3608  C16 1.106
19 H -1.9065 -0.0678 -1.5496  C16 1.104
20 H -3.4608 -0.9115 -1.6508  C16 1.104
21 H -1.2252 -2.8349 -1.1756  C17 1.113
22 H -0.8144 -1.8793 -2.5786  C17 1.068
23 H -2.1958 -2.9663 -2.6534  C17 1.121

***

The structure with the most favorable energy is #1; the runner-up is 136.4 kJ/mol above it.